(1)
Entry from the Open Molecules 2025 dataset: 2 unconnected molecules or ions with the total composition C5H11O2 at a distorted geometry (the ωB97M-V functional and the def2-TZVPD basis).

Element x y z (Å)
C1 0.810 -1.795 1.328
C2 1.163 -0.416 1.882
C3 0.207 -1.696 -0.100
O1 0.953 -1.183 -0.961
O2 -0.956 -2.143 -0.220
H1 1.732 -2.369 1.262
H2 0.117 -2.349 1.967
H3 1.576 0.187 1.079
H4 1.909 -0.421 2.685
H5 0.271 0.088 2.266
C4 -0.370 1.984 -1.304
C5 -1.581 1.059 -1.484
H6 -0.148 2.500 -2.246
H7 -0.499 2.676 -0.480
H8 0.488 1.336 -1.082
H9 -2.524 1.628 -1.485
H10 -1.506 0.562 -2.441
H11 -1.643 0.352 -0.665

Summary:
**Net charge**: -1
**Lowest unoccupied orbital energy**: 4.18 eV
**ΔE to the lowest compared entry with this formula, charge and spin**: 2.4 kcal per mole
**Orbital gap**: 8.148 eV
**HOMO level**: -3.969 eV

(2)
Entry from the Open Molecules 2025 dataset: a molecular structure, C28H55EuN8S4 at a distorted geometry (the ωB97M-V functional and the def2-TZVPD basis).

Element x y z (Å)
Eu1 0.304 0.242 -0.131
C1 1.393 -1.490 -3.722
C2 1.852 -2.458 -2.656
S1 0.684 -2.730 -1.267
C3 -0.719 -3.674 -2.001
C4 -1.875 -2.850 -2.540
S2 -2.378 -1.561 -1.328
C5 -3.527 -0.537 -2.320
C6 -3.522 0.903 -1.847
S3 -1.880 1.706 -1.649
C7 -1.204 1.804 -3.354
C8 -0.538 0.556 -3.894
S4 1.075 0.203 -3.062
H1 0.495 -1.832 -4.233
H2 2.186 -1.389 -4.467
H3 2.762 -2.094 -2.175
H4 2.062 -3.433 -3.100
H5 -1.061 -4.308 -1.182
H6 -0.306 -4.315 -2.781
H7 -2.729 -3.510 -2.705
H8 -1.633 -2.363 -3.485
H9 -4.527 -0.962 -2.204
H10 -3.249 -0.617 -3.369
H11 -3.955 1.000 -0.851
H12 -4.111 1.512 -2.533
H13 -0.485 2.619 -3.302
H14 -2.027 2.109 -4.004
H15 -0.313 0.709 -4.952
H16 -1.168 -0.325 -3.796
C9 2.882 3.130 -2.911
N1 1.817 3.215 -1.914
C10 0.862 4.298 -2.163
C11 2.146 3.038 -0.572
N2 1.232 2.368 0.150
C12 1.225 2.682 1.552
C13 1.137 4.020 1.928
C14 1.345 4.406 3.240
C15 1.757 3.456 4.158
C16 1.822 2.121 3.803
C17 1.436 1.685 2.534
N3 1.391 0.322 2.115
C18 1.671 -0.681 2.959
N4 1.373 -0.728 4.281
C19 2.300 -1.261 5.272
C20 0.219 -0.071 4.861
N5 2.212 -1.801 2.406
C21 2.076 -3.129 2.973
C22 3.050 -1.748 1.225
N6 3.324 3.451 -0.102
C23 3.990 2.830 1.024
C24 4.030 4.612 -0.611
H17 3.642 2.431 -2.571
H18 3.358 4.081 -3.151
H19 2.447 2.745 -3.833
H20 0.601 4.316 -3.219
H21 1.287 5.280 -1.935
H22 -0.028 4.157 -1.548
H23 0.933 4.759 1.168
H24 1.255 5.442 3.519
H25 2.045 3.755 5.152
H26 2.245 1.428 4.505
H27 3.235 -1.551 4.802
H28 1.881 -2.114 5.807
H29 2.520 -0.486 6.010
H30 -0.405 0.374 4.088
H31 0.495 0.723 5.557
H32 -0.343 -0.813 5.435
H33 1.301 -3.139 3.733
H34 3.006 -3.492 3.413
H35 1.806 -3.815 2.169
H36 3.259 -0.709 0.945
H37 2.575 -2.286 0.394
H38 4.001 -2.248 1.435
H39 3.655 1.798 1.131
H40 3.814 3.367 1.956
H41 5.061 2.837 0.827
H42 3.454 5.132 -1.367
H43 5.005 4.340 -1.018
H44 4.189 5.304 0.217
N7 -3.697 -2.628 3.111
C25 -3.489 -1.167 3.296
C26 -2.744 -0.585 2.088
N8 -1.450 -1.244 1.844
C27 -1.683 -2.690 1.685
C28 -2.403 -3.325 2.881
H45 -4.325 -2.790 2.310
H46 -4.171 -3.025 3.935
H47 -2.919 -1.010 4.217
H48 -4.456 -0.673 3.412
H49 -2.587 0.484 2.259
H50 -3.353 -0.700 1.186
H51 -0.883 -1.131 2.691
H52 -0.723 -3.190 1.536
H53 -2.286 -2.832 0.785
H54 -1.803 -3.257 3.791
H55 -2.589 -4.383 2.681

Summary:
**Net charge**: +3
**Lowest unoccupied orbital energy (alpha / beta)**: -7.09 / -7.09 eV
**Orbital gap (alpha / beta)**: 7.370 / 7.526 eV
**HOMO level (alpha / beta)**: -14.458 / -14.614 eV
**Multiplicity**: 8

| no. | energy (eV) |
| --- | --- |
| 1 | -9459.926 |
| 2 | -104498.265 |